# 1
The following is a DFT calculation (ωB97M-V with the def2-TZVPD basis set) of a structure of composition C41H59O8P2ReSiTe.

Structure (XYZ):
```
113
Properties=species:S:1:pos:R:3:lowdin_spin:R:1
Re -0.812 -0.720 0.236 2.442
Te -2.436 -2.770 0.860 -0.071
P 2.090 -2.228 -0.767 0.013
P -0.039 -1.640 -2.780 0.012
Si -4.011 0.761 0.217 0.025
O -1.079 -1.418 -1.662 0.089
O 3.245 -1.338 -1.246 0.001
O -0.723 -2.095 -4.068 -0.001
O 2.705 -3.410 0.012 0.003
O -0.345 -0.077 2.077 0.069
O 1.112 -1.405 0.071 0.088
O -2.379 0.302 0.314 0.264
O 0.819 -0.398 -3.039 0.002
C 1.253 3.033 -0.246 0.001
C 0.006 1.014 4.122 0.002
C -4.954 4.110 3.286 0.000
C -1.475 -4.467 0.024 0.002
C -0.167 1.369 -4.434 0.000
C -2.085 -2.747 -4.216 0.000
C 0.495 2.111 1.856 0.003
C -5.293 -1.706 -0.369 0.003
C 5.584 -1.650 -0.620 0.000
C -4.437 1.266 -1.501 0.003
C 1.423 -0.318 -5.448 0.000
C -1.857 -4.068 -4.900 0.000
C 4.587 -1.872 -1.727 0.000
C -5.073 -1.212 1.973 0.002
C 0.561 3.383 2.437 0.006
C -5.860 -3.379 1.270 -0.006
C 2.198 -5.539 1.028 0.000
C 1.048 0.503 -4.240 0.000
C -5.533 -2.488 2.289 -0.003
C -5.784 1.495 -1.805 0.001
C -3.386 3.006 1.837 0.001
C -2.952 -1.776 -4.973 0.000
C -4.933 -0.803 0.639 0.005
C 2.204 -4.050 1.262 0.000
C -5.927 3.184 2.933 0.000
C -4.349 2.058 1.472 0.001
C 3.106 -3.600 2.383 0.000
C 4.896 -1.136 -3.001 0.000
C -5.628 2.166 2.035 0.000
C -1.767 -3.152 2.846 0.006
C 0.044 0.991 2.641 0.022
C 1.277 4.300 0.339 0.006
C -5.753 -2.982 -0.060 -0.003
C 1.165 -2.852 -2.192 0.003
C -6.179 1.844 -3.088 0.000
C 0.870 1.953 0.512 0.006
C -5.230 1.981 -4.093 0.000
C -3.888 1.768 -3.813 0.000
C -3.681 4.022 2.736 0.000
C 0.939 4.472 1.675 -0.001
C -3.496 1.403 -2.527 0.000
H -0.404 1.938 -3.533 0.000
H 6.552 -2.045 -0.930 0.000
H -6.404 1.452 1.776 0.000
H 1.580 5.155 -0.252 0.000
H -6.920 3.256 3.358 0.000
H 5.693 -0.583 -0.415 0.000
H -2.038 -5.314 0.417 -0.002
H 4.118 -1.287 -3.751 0.000
H -0.193 0.021 4.515 0.000
H 0.274 3.530 3.471 0.000
H -0.437 -4.541 0.327 -0.001
H 0.023 2.074 -5.244 0.000
H 0.941 1.401 4.526 0.001
H -3.053 -0.827 -4.441 0.000
H -1.148 -4.695 -4.353 0.000
H -5.231 -1.398 -1.409 0.000
H -4.834 -0.519 2.776 0.000
H 1.550 2.905 -1.279 0.000
H 0.975 5.457 2.123 0.000
H -2.440 1.244 -2.312 0.000
H -1.588 -4.441 -1.058 0.000
H 0.671 -3.788 -1.915 0.000
H 5.284 -2.160 0.296 0.000
H 3.215 -5.897 0.860 0.000
H 1.800 -6.048 1.907 0.000
H -2.538 -1.590 -5.967 0.000
H -2.485 -2.888 -3.211 0.000
H -6.237 -4.365 1.513 0.000
H 1.897 1.090 -3.905 0.000
H 5.007 -0.068 -2.811 0.000
H -5.664 -2.781 3.324 0.000
H 1.194 -3.674 1.437 0.000
H 4.465 -2.940 -1.920 0.000
H -2.399 2.965 1.389 0.000
H -6.053 -3.662 -0.849 0.000
H -2.928 4.757 3.000 0.000
H -1.444 -4.188 2.886 0.000
H -5.192 4.909 3.977 0.000
H -6.540 1.415 -1.027 0.000
H -5.537 2.264 -5.092 0.000
H -7.225 2.021 -3.303 0.000
H -1.479 -3.918 -5.913 0.000
H 1.594 -5.815 0.160 0.000
H 0.586 -0.917 -5.805 0.000
H 1.711 0.370 -6.245 0.000
H -3.154 1.906 -4.597 0.000
H 0.947 0.961 0.060 0.003
H -2.614 -2.991 3.510 -0.001
H -0.798 1.686 4.445 0.001
H 3.053 -2.520 2.530 0.000
H 4.141 -3.874 2.169 0.000
H -3.947 -2.207 -5.094 0.000
H -1.031 0.758 -4.708 0.000
H 1.863 -3.050 -3.011 0.001
H 2.276 -0.969 -5.253 0.000
H -0.956 -2.476 3.094 -0.002
H 5.835 -1.514 -3.408 0.000
H -2.807 -4.602 -4.965 0.000
H 2.810 -4.096 3.308 0.000
```

total charge	+3
E	-95717.1555	eV
multiplicity	4
⟨S²⟩	3.791
HOMO (alpha / beta)	-15.18 / -15.18	eV
LUMO energy (alpha / beta)	-9.193 / -9.022	eV

# 2
The following is a DFT calculation (ωB97M-V with the def2-TZVPD basis set) of a structure of composition C19H19ClN4O3S at a distorted geometry.

Structure (XYZ):
```
47
Properties=species:S:1:pos:R:3:nbo_charge:R:1
Cl 7.016 -1.727 0.073 0.011
S 1.028 3.460 0.776 0.285
O -3.797 0.609 0.238 -0.486
O 1.313 -0.832 0.064 -0.508
O 4.509 2.547 -0.030 -0.702
N 2.756 1.456 -0.405 -0.582
N -1.119 1.374 -1.414 -0.296
N 0.175 1.999 -1.230 -0.377
N -1.589 2.628 0.413 -0.407
C -2.133 3.264 1.431 -0.372
C -3.956 -2.990 0.898 -0.124
C 4.758 -0.108 -0.278 -0.300
C 3.244 2.582 -0.348 0.583
C 3.475 -0.016 -0.191 0.221
C -3.314 -3.669 -0.254 -0.203
C 5.328 -1.370 -0.072 -0.018
C -2.917 -1.556 -1.014 -0.253
C 0.413 -1.860 0.402 -0.239
C -4.094 -1.774 1.124 -0.365
C 2.620 -1.251 -0.085 0.281
C -0.197 2.566 -0.019 0.202
C -2.058 1.705 -0.786 0.338
C 4.446 -2.611 0.442 -0.123
C 3.103 -2.408 0.337 -0.322
C -3.449 1.172 -0.745 0.070
C -2.719 -2.764 -1.067 -0.246
C 2.363 3.693 -0.466 -0.536
C -3.678 -0.927 0.189 0.325
H -4.173 2.383 -0.460 0.093
H 1.869 3.490 -1.612 0.287
H -2.473 -0.862 -1.735 0.234
H -4.685 -1.251 1.894 0.243
H -2.167 -3.013 -1.889 0.220
H -0.480 -1.432 0.276 0.195
H -2.537 4.096 1.055 0.199
H 4.861 -3.395 0.378 0.162
H 5.352 0.674 -0.323 0.272
H 1.695 1.266 -0.465 0.452
H 0.603 -2.425 1.342 0.182
H 2.774 4.534 -0.276 0.232
H 2.692 -3.245 0.461 0.216
H -3.619 0.892 -1.578 0.153
H -3.137 -4.706 -0.385 0.230
H -4.385 -3.726 1.974 0.202
H -1.387 3.554 1.894 0.204
H 0.601 -2.536 -0.486 0.167
H -2.931 2.512 1.956 0.201
```

total charge	0
E	-55453.2188	eV
HOMO	-7.81	eV
LUMO energy	0.283	eV
relative energy (zero: lowest compared OMol25 entry of this formula, charge and spin)	2007.2	kJ/mol

# 3
The following is a DFT calculation (ωB97M-V with the def2-TZVPD basis set) of a cluster of 2 separate species, C27H52N2O5P3 in total.

Structure (XYZ):
```
89
Properties=species:S:1:pos:R:3:mulliken_charge:R:1
P 1.520 -2.506 1.671 -0.440
P -1.591 -0.571 2.323 0.007
P 2.892 -3.804 0.536 0.998
O 2.704 -5.120 1.406 -0.509
O 2.714 -3.894 -0.918 -0.617
O 4.362 -3.342 0.965 -0.518
O -3.739 -5.950 -0.490 -0.546
O -1.175 -3.613 0.525 0.012
N -0.698 -0.842 0.657 1.184
N 0.090 5.119 -0.471 -0.126
C 1.811 2.628 -1.702 -1.094
C -1.070 5.610 -0.905 -0.123
C 2.072 0.585 -5.007 -1.517
C -1.298 -2.145 -1.331 -1.225
C -0.673 -1.359 3.687 -0.516
C 0.929 5.970 0.117 -0.035
C 0.083 1.916 -4.097 -1.326
C 2.179 1.655 -2.792 -0.520
C -0.377 -2.944 -0.440 -0.739
C -3.318 -4.674 -0.029 0.563
C 1.493 1.418 -3.895 1.119
C -1.437 6.941 -0.778 -0.717
C -1.830 -1.087 -0.373 0.578
C -1.056 1.175 2.515 0.149
C 1.342 -1.114 -0.747 -1.964
C 1.210 2.008 -0.432 1.188
C -2.283 0.206 -1.019 -1.644
C -1.626 1.776 3.806 -1.513
C 0.657 7.318 0.296 -0.815
C 2.128 1.105 0.405 1.903
C -0.554 7.814 -0.162 -0.151
C 0.431 -1.845 0.275 1.355
C -3.936 -4.315 1.316 -1.115
C 3.413 1.831 0.801 -2.039
C -1.182 -2.742 4.080 -1.186
C -1.799 -4.797 0.004 -0.929
C 2.488 -0.261 -0.192 -1.723
H 3.381 -5.797 1.228 0.372
H 4.810 -2.841 0.265 0.361
H 1.069 3.323 -2.091 0.051
H -4.925 -4.770 1.386 0.416
H -0.343 0.088 0.430 -0.934
H -1.557 2.862 3.769 0.426
H -2.681 -1.493 0.169 0.602
H 4.012 1.215 1.476 0.492
H -0.956 -3.493 3.326 0.126
H 1.379 7.960 0.780 0.377
H 3.047 -0.799 0.583 0.690
H -4.071 -3.237 1.424 0.267
H 4.027 2.063 -0.072 0.420
H 3.159 0.651 -5.020 0.391
H -0.700 -3.052 5.008 0.413
H 0.286 -3.640 -0.959 0.848
H 0.034 1.243 2.529 0.049
H -4.641 -5.894 -0.836 0.387
H -0.180 1.960 -5.154 0.489
H -1.540 0.620 -1.701 0.101
H -2.672 1.507 3.967 0.391
H -3.186 -0.009 -1.592 0.525
H -2.103 -2.730 -1.776 0.545
H -0.753 -1.680 -2.156 0.206
H 1.759 -1.860 -1.421 0.629
H -3.604 -3.908 -0.763 0.102
H 0.892 2.831 0.214 0.581
H 0.719 -3.561 2.130 -0.014
H 3.192 2.768 1.317 0.385
H 0.279 1.502 -0.723 -0.935
H 0.709 -0.472 -1.365 0.587
H -0.625 1.221 -3.635 0.070
H 0.411 -1.329 3.591 0.640
H -0.083 2.909 -3.678 0.344
H -1.432 -4.992 -1.005 0.384
H 3.198 -0.118 -1.009 0.231
H -0.895 -0.663 4.505 0.359
H 3.127 1.133 -2.690 0.289
H 2.682 3.239 -1.455 0.529
H 1.698 0.937 -5.970 0.428
H -0.803 8.860 -0.044 0.386
H -2.257 -2.726 4.255 0.392
H 1.594 0.922 1.348 -0.774
H -1.740 4.903 -1.383 0.411
H -2.548 0.966 -0.280 0.340
H -3.337 -4.681 2.146 0.150
H 1.792 -0.470 -4.933 0.264
H -1.396 1.735 1.638 0.228
H 1.871 5.553 0.461 0.359
H -1.526 -5.640 0.645 0.456
H -2.392 7.281 -1.154 0.378
H -1.053 1.453 4.674 0.382
```

total charge	+1
E	-69922.8572	eV
HOMO	-11.05	eV
LUMO energy	-1.780	eV

# 4
The following is a DFT calculation (ωB97M-V with the def2-TZVPD basis set) of a cluster of 3 separate species, C3H13NO2 in total at a distorted geometry.

Structure (XYZ):
```
19
Properties=species:S:1:pos:R:3:lowdin_spin:R:1
O 3.826 -0.251 0.588 0.209
O 0.347 2.286 1.694 0.088
N 0.760 0.888 -0.647 0.061
C -1.012 -0.794 0.029 0.098
C -2.370 -1.588 -0.289 0.022
C -0.362 -0.059 -1.174 0.089
H 0.810 1.580 -1.455 0.035
H -3.043 -0.851 -0.626 0.002
H 3.868 0.688 0.999 0.093
H -2.198 -2.462 -0.912 0.005
H 0.592 1.747 0.959 0.016
H -0.567 2.191 2.160 0.023
H -2.661 -1.954 0.674 0.006
H -1.103 0.821 -1.570 0.013
H 1.660 0.466 -0.520 0.047
H 2.957 -0.426 1.014 0.103
H -0.320 -1.500 0.343 0.051
H 0.125 -0.713 -2.025 0.024
H -1.309 -0.070 0.758 0.013
```

total charge	-1
E	-8904.4367	eV
multiplicity	2
⟨S²⟩	0.751
HOMO (alpha / beta)	1.10 / -6.06	eV
LUMO energy (alpha / beta)	3.741 / 3.677	eV
relative energy (zero: lowest compared OMol25 entry of this formula, charge and spin)	163.0	kJ/mol

# 5
The following is a DFT calculation (ωB97M-V with the def2-TZVPD basis set) of a cluster of 2 separate species, C6H10O in total.

Structure (XYZ):
```
17
Properties=species:S:1:pos:R:3:nbo_charge:R:1
O -1.693 -1.044 1.103 -0.538
C 0.960 0.471 -1.501 -0.396
C -0.585 1.719 0.031 -0.234
C -0.017 -2.638 0.464 -0.725
C 0.189 2.669 0.556 -0.376
C -0.526 -1.355 1.060 0.451
C -0.257 0.885 -1.142 -0.217
H -1.113 0.556 -1.732 0.210
H -1.551 1.510 0.488 0.224
H -0.132 3.224 1.434 0.202
H 1.850 0.726 -0.928 0.193
H 0.253 -0.675 1.467 0.112
H -0.846 -3.209 0.042 0.231
H 0.493 -3.231 1.233 0.233
H 0.720 -2.408 -0.314 0.236
H 1.151 2.941 0.126 0.192
H 1.103 -0.142 -2.387 0.201
```

total charge	0
E	-8429.8194	eV
HOMO	-9.17	eV
LUMO energy	0.876	eV
SMILES	C=CC=C.CC=O
relative energy (zero: lowest compared OMol25 entry of this formula, charge and spin)	137.1	kJ/mol